[1]
Entry from the Open Molecules 2025 dataset: C48H60N13O2PtS as an isolated structure at a distorted geometry (ωB97M-V/def2-TZVPD).

Structure (ORCA input):
```
! wB97M-V def2-TZVPD RIJCOSX def2/J DEFGRID3
* xyz 1 1
Pt 0.921 1.513 0.074
C -0.927 -4.234 0.895
N 0.196 -3.583 1.552
C 0.407 -2.292 1.846
N 1.585 -2.138 2.422
C 2.066 -3.411 2.452
N 1.264 -4.316 1.938
C -2.282 -3.870 1.465
C -3.433 -4.186 0.750
C -4.688 -3.927 1.284
C -4.819 -3.310 2.520
C -3.673 -2.966 3.223
C -2.414 -3.273 2.708
C -3.725 -2.215 4.482
N -4.701 -1.882 5.248
N -4.154 -1.079 6.257
C -2.895 -1.002 6.012
O -2.546 -1.703 4.906
C -1.808 -0.244 6.633
C -1.931 0.408 7.858
C -0.857 1.139 8.344
C 0.326 1.244 7.614
C 0.438 0.597 6.394
C 1.638 0.677 5.492
N 1.265 1.277 4.216
C 1.401 0.762 3.000
N 0.908 1.617 2.117
C 0.472 2.663 2.875
N 0.666 2.487 4.157
C -0.625 -0.150 5.922
H -0.741 -5.300 1.017
H -0.897 -4.014 -0.176
H -0.295 -1.508 1.611
H 3.025 -3.677 2.867
H -3.351 -4.652 -0.225
H -5.573 -4.193 0.721
H -5.792 -3.075 2.929
H -1.538 -3.024 3.286
H -2.858 0.340 8.411
H -0.944 1.645 9.295
H 1.148 1.838 7.994
H 1.985 -0.329 5.252
H 2.465 1.236 5.927
H 1.804 -0.213 2.785
H 0.021 3.545 2.455
H -0.536 -0.653 4.967
C -0.181 -2.874 -2.066
N -1.536 -2.367 -2.080
C -2.504 -3.104 -2.874
C -3.609 -2.173 -3.321
C -4.235 -1.535 -2.101
N -3.207 -0.944 -1.261
C -3.671 -0.019 -0.245
C -1.893 -1.339 -1.250
O -1.071 -0.756 -0.540
H 0.251 -2.830 -3.070
H -0.157 -3.916 -1.729
H 0.422 -2.269 -1.398
H -2.918 -3.944 -2.301
H -1.982 -3.529 -3.732
H -4.359 -2.705 -3.906
H -3.177 -1.393 -3.953
H -4.819 -2.269 -1.529
H -4.925 -0.742 -2.398
H -4.240 0.790 -0.710
H -2.818 0.402 0.277
H -4.321 -0.525 0.474
C 5.140 2.357 -1.218
N 4.941 2.617 0.194
C 6.025 2.531 1.168
C 5.336 2.917 2.493
N 3.968 3.210 2.067
C 3.823 3.106 0.727
S 2.422 3.524 -0.126
H 5.968 1.658 -1.327
H 5.370 3.275 -1.762
H 4.238 1.917 -1.637
H 6.831 3.216 0.900
H 6.432 1.520 1.195
H 5.800 3.784 2.960
H 5.350 2.093 3.206
H 3.358 3.836 2.566
C 2.875 -1.247 -5.767
C 2.719 -0.995 -4.291
C 3.460 -1.722 -3.359
C 3.325 -1.494 -1.993
C 4.098 -2.296 -0.981
C 2.439 -0.523 -1.568
C 1.669 0.247 -2.469
C 1.837 -0.026 -3.847
N 0.827 1.192 -1.921
C -0.082 2.025 -2.745
C 0.702 2.966 -3.686
C -0.284 3.815 -4.498
C -1.106 4.693 -3.554
C -1.894 3.795 -2.600
C -2.851 2.914 -3.401
C -2.035 2.023 -4.337
C -1.216 2.896 -5.296
C -1.092 1.141 -3.514
C -0.917 2.916 -1.811
H 3.553 -2.077 -5.957
H 3.275 -0.367 -6.274
H 1.915 -1.482 -6.229
H 4.147 -2.485 -3.707
H 4.693 -3.073 -1.458
H 3.423 -2.773 -0.269
H 4.775 -1.658 -0.409
H 2.302 -0.357 -0.503
H 1.293 0.523 -4.593
H 1.349 2.419 -4.366
H 1.350 3.602 -3.075
H 0.287 4.445 -5.184
H -1.788 5.330 -4.124
H -0.442 5.352 -2.987
H -2.459 4.407 -1.893
H -3.542 3.535 -3.977
H -3.454 2.297 -2.726
H -2.706 1.375 -4.908
H -1.888 3.496 -5.916
H -0.632 2.265 -5.975
H -0.601 0.432 -4.174
H -1.656 0.556 -2.784
H -1.463 2.276 -1.108
H -0.251 3.557 -1.227
*
```

Output
Orbital gap (alpha / beta)   5.4 / 5.4 eV
LUMO energy (alpha / beta)   -3.712 / -3.708 eV
E_tot   -3244.78912 hartree

=====

[2]
Entry from the Open Molecules 2025 dataset: C48H60NO3P2RbS2 as an isolated structure at a distorted geometry (ωB97M-V/def2-TZVPD).

Structure (ORCA input):
```
! wB97M-V def2-TZVPD RIJCOSX def2/J DEFGRID3
* xyz -2 1
Rb -0.703 0.515 0.466
C 2.490 -1.705 8.778
C 1.261 -1.839 8.125
C 1.183 -1.586 6.776
C 2.278 -1.215 5.999
C 3.491 -1.106 6.626
C 3.553 -1.286 7.992
P 2.269 -0.828 4.178
C 0.436 -0.632 3.976
C -0.084 0.629 4.256
C -1.460 0.891 4.331
C -2.381 -0.174 4.240
C -1.874 -1.414 3.887
C -0.518 -1.667 3.819
C 2.706 -2.498 3.525
C 3.155 -3.521 4.324
C 3.484 -4.839 3.870
C 3.203 -5.112 2.564
C 2.683 -4.139 1.671
C 2.381 -4.520 0.360
C 1.823 -3.650 -0.511
C 1.671 -2.319 -0.081
C 2.041 -1.851 1.159
C 2.469 -2.820 2.099
H 2.632 -1.949 9.803
H 0.369 -2.117 8.706
H 0.199 -1.704 6.290
H 4.330 -0.766 6.080
H 4.497 -1.145 8.509
H 0.525 1.459 4.343
H -1.780 1.926 4.512
H -3.438 -0.019 4.226
H -2.535 -2.273 3.676
H -0.098 -2.647 3.592
H 3.250 -3.299 5.365
H 3.965 -5.602 4.511
H 3.376 -6.137 2.208
H 2.605 -5.552 0.048
H 1.500 -3.942 -1.504
H 1.345 -1.621 -0.882
O 3.454 0.709 0.457
C 3.617 0.379 -0.887
C 2.637 1.104 -1.773
C 3.101 1.793 -2.837
C 2.275 2.747 -3.473
C 0.969 2.801 -3.111
C 0.537 1.942 -2.117
N 1.347 1.109 -1.479
H 2.911 -0.060 0.880
H 3.500 -0.674 -1.057
H 4.664 0.592 -1.193
H 4.130 1.701 -3.082
H 2.680 3.357 -4.304
H 0.278 3.538 -3.504
H -0.535 1.865 -1.912
O -3.146 0.208 -0.589
H -3.896 0.490 -0.078
H -4.142 4.784 1.312
C -2.662 4.849 -0.969
C -2.260 5.349 0.538
C -1.398 6.615 0.517
C -3.612 5.705 1.251
H -1.862 4.434 -1.530
H -3.119 5.606 -1.658
H -3.372 4.035 -1.004
H -1.789 4.511 1.025
H -1.904 7.449 0.087
H -0.561 6.439 -0.175
H -1.029 6.909 1.540
H -4.172 6.425 0.715
H -3.416 5.920 2.260
C -2.504 -3.512 -4.429
C -2.061 -2.713 -3.170
C -1.196 -3.600 -2.291
C -3.322 -2.248 -2.449
P -1.188 -1.111 -3.545
C -2.452 -0.116 -4.464
C -2.860 -0.268 -5.772
C -3.767 0.637 -6.368
C -4.342 1.625 -5.574
C -3.982 1.735 -4.232
C -3.070 0.851 -3.658
C 0.172 -1.383 -4.844
C 0.555 0.023 -5.258
C 1.335 -2.034 -4.012
C -0.023 -2.219 -6.118
H -2.973 -4.451 -4.070
H -1.685 -3.753 -5.143
H -3.283 -2.960 -4.938
H -1.704 -4.463 -1.905
H -0.873 -3.057 -1.394
H -0.267 -3.880 -2.851
H -3.742 -3.100 -1.890
H -4.017 -1.952 -3.189
H -3.130 -1.441 -1.733
H -2.369 -0.946 -6.470
H -4.040 0.537 -7.403
H -4.963 2.373 -5.953
H -4.492 2.527 -3.699
H -2.982 0.911 -2.540
H 0.754 0.651 -4.318
H -0.213 0.647 -5.723
H 1.497 0.118 -5.814
H 1.566 -1.496 -3.068
H 2.160 -2.048 -4.637
H 1.120 -3.062 -3.713
H -0.972 -1.988 -6.655
H -0.035 -3.270 -5.882
H 0.796 -2.077 -6.844
C 2.637 3.538 4.150
O 1.362 4.074 4.405
C 0.400 4.056 3.474
S -1.029 4.707 4.006
S 0.845 3.459 1.926
H 3.262 3.709 5.051
H 3.036 3.933 3.220
H 2.513 2.483 4.019
*
```

Output
Orbital gap   5.8 eV
LUMO energy   3.655 eV
E_tot   -3648.63907 hartree

=====

[3]
Entry from the Open Molecules 2025 dataset: C48H64BF5N10NaO2S4 as an isolated structure at a distorted geometry (ωB97M-V/def2-TZVPD).

Structure (ORCA input):
```
! wB97M-V def2-TZVPD RIJCOSX def2/J DEFGRID3
* xyz -1 1
Na 0.312 0.424 -0.652
C 4.611 -2.792 -1.826
C 4.654 -1.855 -0.662
C 5.590 -0.897 -0.587
C 5.638 -0.064 0.560
N 4.663 -0.041 1.419
N 3.630 -0.923 1.305
B 2.349 -0.545 2.062
N 1.477 -1.745 2.458
N 2.181 -2.007 3.568
C 1.756 -2.850 4.451
C 0.486 -3.457 4.272
C -0.231 -3.212 3.148
C -1.590 -3.796 2.940
C 0.320 -2.359 2.119
S -0.397 -2.229 0.618
C 2.686 -3.067 5.639
C 4.032 -3.576 5.107
C 2.896 -1.723 6.348
C 2.106 -4.086 6.617
N 2.031 0.714 2.635
N 2.980 1.171 3.617
C 2.932 2.422 3.931
C 2.004 3.353 3.362
C 0.843 2.811 2.883
C -0.325 3.699 2.576
C 0.738 1.423 2.688
S -0.757 0.686 2.568
C 3.743 2.847 5.168
C 5.077 2.127 5.268
C 2.890 2.457 6.386
C 3.989 4.358 5.200
C 3.714 -2.009 0.431
S 2.866 -3.432 0.567
C 6.831 0.845 0.835
C 7.472 0.389 2.150
C 7.889 0.754 -0.264
C 6.334 2.287 0.937
H 5.391 -2.533 -2.543
H 3.642 -2.737 -2.316
H 4.740 -3.822 -1.494
H 6.313 -0.784 -1.384
H 0.068 -4.091 5.043
H -1.888 -4.392 3.803
H -1.605 -4.414 2.041
H -2.315 -2.997 2.776
H 4.491 -2.825 4.465
H 3.902 -4.487 4.519
H 4.706 -3.791 5.940
H 3.213 -0.962 5.634
H 3.658 -1.825 7.125
H 1.970 -1.382 6.819
H 1.930 -5.051 6.135
H 1.165 -3.738 7.049
H 2.809 -4.245 7.437
H 2.087 4.416 3.524
H -0.059 4.745 2.737
H -1.175 3.448 3.212
H -0.641 3.558 1.541
H 4.939 1.066 5.073
H 5.493 2.255 6.272
H 5.794 2.526 4.556
H 2.773 1.374 6.429
H 1.896 2.906 6.319
H 3.367 2.802 7.309
H 4.485 4.701 4.287
H 4.638 4.598 6.045
H 3.061 4.918 5.320
H 7.928 -0.597 2.026
H 6.728 0.320 2.931
H 8.251 1.092 2.458
H 8.242 -0.270 -0.402
H 8.747 1.367 0.017
H 7.516 1.126 -1.221
H 5.541 2.353 1.680
H 5.936 2.617 -0.025
H 7.150 2.958 1.222
C 2.033 0.964 -3.895
C 1.764 -0.289 -3.123
O 1.733 -0.327 -1.898
N 1.563 -1.430 -3.834
C 1.124 -2.626 -3.145
C -0.375 -2.734 -2.992
C -0.984 -3.983 -2.979
C -2.349 -4.062 -2.769
C -3.064 -2.888 -2.595
C -2.372 -1.688 -2.642
N -1.057 -1.602 -2.827
H 2.796 1.536 -3.370
H 1.127 1.580 -3.898
H 2.345 0.762 -4.920
H 1.386 -1.344 -4.820
H 1.556 -2.600 -2.141
H 1.515 -3.508 -3.654
H -0.389 -4.877 -3.118
H -2.847 -5.023 -2.745
H -4.132 -2.893 -2.427
H -2.899 -0.748 -2.521
F -5.099 4.881 -6.112
C -4.060 4.498 -5.350
C -3.850 5.062 -4.106
F -4.703 5.998 -3.656
C -2.774 4.666 -3.334
F -2.638 5.260 -2.137
C -1.842 3.705 -3.747
S -0.485 3.232 -2.783
C -2.108 3.153 -5.007
F -1.296 2.205 -5.506
C -3.176 3.533 -5.795
F -3.368 2.971 -7.001
C 3.354 5.110 0.514
N 2.274 4.663 -0.341
C 1.440 5.689 -0.950
C 1.897 3.392 -0.334
N 1.558 2.286 -0.327
H 4.103 5.644 -0.078
H 3.811 4.256 0.999
H 2.973 5.780 1.290
H 2.049 6.304 -1.617
H 1.010 6.329 -0.172
H 0.638 5.221 -1.519
C -2.960 1.497 -0.734
C -2.760 1.092 0.722
C -3.410 -0.265 0.992
C -3.383 2.158 1.626
O -1.335 1.022 0.881
H -4.024 1.503 -0.985
H -2.445 0.800 -1.398
H -2.540 2.485 -0.920
H -4.470 -0.229 0.729
H -3.326 -0.531 2.049
H -2.919 -1.046 0.413
H -4.470 2.128 1.521
H -3.037 3.152 1.343
H -3.133 1.982 2.671
*
```

Output
Orbital gap   5.2 eV
LUMO energy   1.855 eV
E_tot   -4844.83077 hartree

=====

[4]
Entry from the Open Molecules 2025 dataset: C48H64N2O4S2SeSr as an isolated structure at a distorted geometry (ωB97M-V/def2-TZVPD).

Structure (ORCA input):
```
! wB97M-V def2-TZVPD RIJCOSX def2/J DEFGRID3
* xyz -2 1
Sr 0.521 0.905 -0.814
C -0.144 -5.869 3.299
C 0.095 -5.791 1.783
C -1.173 -6.279 1.080
C 1.245 -6.735 1.399
C 0.448 -4.357 1.395
C -0.290 -3.613 0.491
C 0.060 -2.303 0.195
Se -1.080 -1.331 -1.026
C -2.282 -0.621 0.311
C -3.362 -1.423 0.654
C -4.228 -1.059 1.671
C -3.961 0.151 2.320
C -2.906 0.986 2.006
C -1.991 0.607 0.962
O -0.972 1.326 0.635
C -2.663 2.281 2.789
C -1.312 2.176 3.519
C -3.747 2.526 3.843
C -2.664 3.501 1.850
C -5.409 -1.918 2.116
C -5.223 -2.330 3.585
C -5.536 -3.195 1.281
C -6.719 -1.129 1.975
C 1.161 -1.639 0.797
O 1.434 -0.413 0.515
C 1.943 -2.429 1.708
C 1.561 -3.731 1.969
C 3.173 -1.805 2.378
C 3.893 -2.812 3.280
C 4.178 -1.329 1.313
C 2.745 -0.615 3.256
H -0.402 -6.890 3.601
H 0.743 -5.562 3.853
H -0.963 -5.205 3.581
H -1.402 -7.301 1.394
H -2.027 -5.647 1.332
H -1.046 -6.280 -0.004
H 1.009 -7.768 1.677
H 1.415 -6.698 0.321
H 2.172 -6.449 1.897
H -1.155 -4.028 -0.009
H -3.496 -2.347 0.107
H -4.633 0.451 3.116
H -1.342 1.361 4.246
H -0.515 1.977 2.807
H -1.090 3.109 4.047
H -3.764 1.734 4.596
H -3.537 3.469 4.354
H -4.737 2.600 3.385
H -1.881 3.404 1.105
H -3.628 3.580 1.339
H -2.499 4.418 2.427
H -4.297 -2.897 3.700
H -5.164 -1.456 4.235
H -6.059 -2.954 3.920
H -4.645 -3.818 1.379
H -6.396 -3.776 1.625
H -5.685 -2.959 0.226
H -6.704 -0.223 2.583
H -6.870 -0.836 0.934
H -7.573 -1.738 2.291
H 2.161 -4.308 2.664
H 4.248 -3.676 2.713
H 4.760 -2.326 3.734
H 3.242 -3.161 4.085
H 4.438 -2.151 0.640
H 3.754 -0.514 0.730
H 5.094 -0.968 1.790
H 2.023 -0.944 4.009
H 3.615 -0.189 3.766
H 2.287 0.157 2.645
O 2.002 3.497 1.161
H 1.132 3.087 1.226
H 2.418 3.017 0.405
N 2.575 1.932 -1.236
C 3.323 1.518 -2.150
C 2.964 0.354 -3.055
C 2.978 0.489 -4.442
C 2.531 -0.540 -5.257
C 2.097 -1.736 -4.700
C 2.099 -1.891 -3.320
C 2.520 -0.848 -2.505
C 4.661 2.162 -2.466
C 5.758 1.405 -2.873
C 6.987 2.006 -3.111
C 7.131 3.379 -2.969
C 6.041 4.141 -2.566
C 4.822 3.535 -2.306
H 3.308 1.422 -4.885
H 2.496 -0.396 -6.330
H 1.741 -2.533 -5.340
H 1.755 -2.815 -2.868
H 2.538 -0.963 -1.427
H 5.640 0.336 -3.002
H 7.836 1.400 -3.410
H 8.085 3.850 -3.175
H 6.151 5.214 -2.453
H 3.965 4.106 -1.967
C -1.904 -0.602 -4.846
O -1.171 -0.150 -5.973
C -1.017 1.189 -6.202
S -0.045 1.526 -7.527
S -1.724 2.324 -5.181
H -2.255 -1.607 -5.082
H -2.746 0.057 -4.635
H -1.267 -0.638 -3.959
C -1.885 6.159 -1.295
C -0.604 5.694 -2.001
C 0.567 6.626 -1.664
C -0.820 5.598 -3.519
C -0.274 4.356 -1.514
N -0.003 3.306 -1.144
H -2.169 7.144 -1.670
H -1.733 6.219 -0.217
H -2.701 5.461 -1.488
H 0.342 7.635 -2.016
H 1.482 6.281 -2.144
H 0.740 6.654 -0.587
H -1.173 6.557 -3.903
H -1.548 4.826 -3.767
H 0.108 5.333 -4.026
*
```

Output
Orbital gap   5.7 eV
LUMO energy   3.742 eV
E_tot   -5506.59147 hartree